# 1
This record from the OMol25 dataset describes CH4P2S3 in the gas phase. The level of theory is wB97M-V/def2-TZVPD.

The value obtained for the orbital gap (spin up / spin down) is 7.56 / 5.31 eV. Its total energy is -1917.70582 hartree. The spin multiplicity is 3. The value obtained for the energy above the lowest of the compared OMol25 structures with the same formula, charge and spin is 0.0 kcal/mol.

Cartesian coordinates (Å):
C  1.4333  -0.8523  0.0137
P  -1.1500  1.7551  -0.1102
P  -1.5190  -0.6818  -0.8051
S  -3.3420  -1.1526  -0.1376
S  0.3875  2.7066  -0.6713
S  -0.1579  -1.3797  0.6598
H  1.2582  -0.9503  -1.0371
H  2.3573  -1.3177  0.4267
H  1.5493  0.2160  0.2827
H  -0.8168  1.6565  1.3783

Cartesian forces (eV/Å) of the 2 atoms listed first:
C 0.261 1.418 0.598
P -1.232 -1.453 1.968

Mulliken charges, unit e, in atom order:
1 C -0.6531
2 P 0.1085
3 P 0.1764
4 S -0.2238
5 S -0.2190
6 S -0.0881
7 H 0.2810
8 H 0.3136
9 H 0.1644
10 H 0.1403

***

# 2
This record from the OMol25 dataset describes CH4S in the gas phase. The level of theory is wB97M-V/def2-TZVPD.

The value obtained for the orbital gap is 10.11 eV. Its total energy is -438.64658 hartree. Its structure (SMILES) is CS. The value obtained for the energy above the lowest of the compared OMol25 structures with the same formula, charge and spin is 16.3 kcal/mol.

Cartesian coordinates (Å):
C  0.2186  -0.4612  0.2711
S  0.5272  1.2130  -0.4652
H  0.0587  -0.2426  1.3112
H  0.7340  -1.1634  -0.3752
H  -0.7818  -0.8283  -0.0211
H  -0.7566  1.4825  -0.7209

Cartesian forces (eV/Å) of the 2 atoms listed first:
C -2.329 1.004 -1.948
S -0.276 -0.432 -0.083

Mulliken charges, unit e, in atom order:
1 C -0.8723
2 S -0.1925
3 H 0.3476
4 H 0.3317
5 H 0.2720
6 H 0.1135

***

# 3
This record from the OMol25 dataset describes CH4S2 in the gas phase. The level of theory is wB97M-V/def2-TZVPD.

The value obtained for the orbital gap is 8.67 eV. Its total energy is -836.83543 hartree. Its structure (SMILES) is CSS. The value obtained for the energy above the lowest of the compared OMol25 structures with the same formula, charge and spin is 19.3 kcal/mol.

Cartesian coordinates (Å):
C  1.0026  0.1453  0.1111
S  -0.5229  1.1120  0.3947
S  -2.1665  -0.4620  0.2044
H  1.5686  1.0150  -0.0513
H  0.6620  -0.3903  -0.7566
H  1.1696  -0.4507  1.0572
H  -1.7135  -0.9693  -0.9595

Cartesian forces (eV/Å) of the 2 atoms listed first:
C -2.772 -0.770 2.024
S -2.314 -1.232 0.003

Mulliken charges, unit e, in atom order:
1 C -0.6847
2 S -0.0435
3 S -0.2144
4 H 0.2533
5 H 0.2823
6 H 0.2584
7 H 0.1485

***

# 4
This record from the OMol25 dataset describes a molecular structure, CH4S2. The level of theory is wB97M-V/def2-TZVPD.

The value obtained for the orbital gap is 8.46 eV. Its total energy is -836.78862 hartree. The value obtained for the energy above the lowest of the compared OMol25 structures with the same formula, charge and spin is 48.7 kcal/mol.

Cartesian coordinates (Å):
C  -0.2222  -0.2634  0.3061
S  2.0941  0.2878  -0.2112
S  -1.5728  0.3637  -0.5334
H  -0.0981  -1.3604  0.1443
H  -0.3397  -0.0533  1.4101
H  1.7950  -0.4061  -1.2299
H  -1.6562  1.4317  0.1141

Cartesian forces (eV/Å) of the 2 atoms listed first:
C 2.121 -0.987 1.858
S -2.539 0.684 2.305

Mulliken charges, unit e, in atom order:
1 C -0.5948
2 S -0.2280
3 S -0.0642
4 H 0.3418
5 H 0.3265
6 H 0.1062
7 H 0.1124

***

# 5
This record from the OMol25 dataset describes a molecular structure, CH4S4. The level of theory is wB97M-V/def2-TZVPD.

The value obtained for the orbital gap is 7.58 eV. Its total energy is -1633.20281 hartree. The value obtained for the energy above the lowest of the compared OMol25 structures with the same formula, charge and spin is 13.8 kcal/mol.

Cartesian coordinates (Å):
C  -0.3741  -1.1155  -0.9937
S  -1.7214  0.9082  0.8852
S  0.8440  1.7827  1.7260
S  -0.8702  0.7031  -0.8875
S  1.5450  1.5721  -0.1460
H  -0.7515  -1.6949  -0.2442
H  0.7306  -1.2450  -0.7578
H  -0.7428  -1.5119  -1.8697
H  1.3404  0.6012  2.2877

Cartesian forces (eV/Å) of the 2 atoms listed first:
C 2.871 2.403 0.960
S 0.658 -0.121 -1.054

Mulliken charges, unit e, in atom order:
1 C -0.7807
2 S -0.2048
3 S -0.1034
4 S 0.0863
5 S -0.1794
6 H 0.3520
7 H 0.2858
8 H 0.3285
9 H 0.2156

***

# 6
This record from the OMol25 dataset describes a molecular structure, CH4SSi. The level of theory is wB97M-V/def2-TZVPD.

The value obtained for the orbital gap is 7.85 eV. Its total energy is -728.05198 hartree. The value obtained for the energy above the lowest of the compared OMol25 structures with the same formula, charge and spin is 61.5 kcal/mol.

Cartesian coordinates (Å):
C  1.9203  -0.4515  0.5061
Si  -0.3271  0.4220  -0.0629
S  3.2123  0.1976  -0.1762
H  1.8957  -1.2322  1.1868
H  -1.4968  -0.5076  0.3754
H  -0.1316  0.7871  -1.4797
H  -0.7334  1.3370  1.0414

Cartesian forces (eV/Å) of the 2 atoms listed first:
C -2.515 2.839 -2.350
Si 1.436 -1.988 2.204

Mulliken charges, unit e, in atom order:
1 C -0.3599
2 Si 0.4085
3 S -0.1940
4 H 0.3192
5 H -0.0653
6 H -0.0514
7 H -0.0571

***

# 7
This record from the OMol25 dataset describes 2 unconnected molecules or ions with the total composition CH4Se. The level of theory is wB97M-V/def2-TZVPD.

The value obtained for the orbital gap (spin up / spin down) is 5.64 / 8.15 eV. Its total energy is -2441.67437 hartree. The spin multiplicity is 3. The value obtained for the energy above the lowest of the compared OMol25 structures with the same formula, charge and spin is 27.5 kcal/mol.

Cartesian coordinates (Å):
C  -0.1459  -0.1804  0.4546
Se  0.5696  -1.4884  -0.8890
H  0.6413  1.2305  0.7179
H  -0.9475  0.3636  0.1887
H  -0.1981  -0.6057  1.4172
H  -0.0190  -0.5317  -1.9922

Cartesian forces (eV/Å) of the 2 atoms listed first:
C 4.369 1.915 0.404
Se -0.022 -0.170 0.053

Mulliken charges, unit e, in atom order:
1 C -1.0597
2 Se -0.0501
3 H 0.1908
4 H 0.4565
5 H 0.3745
6 H 0.0881

***

# 8
This record from the OMol25 dataset describes 2 unconnected molecules or ions with the total composition CH5BO2. The level of theory is wB97M-V/def2-TZVPD.

The value obtained for the orbital gap is 11.65 eV. Its total energy is -216.47676 hartree. Its structure (SMILES) is CB=O.O. The value obtained for the energy above the lowest of the compared OMol25 structures with the same formula, charge and spin is 40.0 kcal/mol.

Cartesian coordinates (Å):
C  -0.3724  1.3585  0.0653
B  0.2207  0.2433  0.9028
O  0.5277  -0.7043  1.5568
H  0.1873  2.1451  -0.4183
H  -1.1397  1.8073  0.7763
H  -0.9221  0.8057  -0.6396
O  0.2542  -1.9130  -1.0780
H  0.0200  -1.6413  -0.1653
H  1.2243  -2.1012  -1.0000

Cartesian forces (eV/Å) of the 2 atoms listed first:
C -0.996 0.844 2.021
B 0.197 1.543 -0.638

Mulliken charges, unit e, in atom order:
1 C -0.6773
2 B 0.3537
3 O -0.5507
4 H 0.3300
5 H 0.2456
6 H 0.2848
7 O -0.6388
8 H 0.3307
9 H 0.3220

***

# 9
This record from the OMol25 dataset describes 2 unconnected molecules or ions with the total composition CH5BO4. The level of theory is wB97M-V/def2-TZVPD.

The value obtained for the orbital gap is 8.97 eV. Its total energy is -366.94367 hartree. The value obtained for the energy above the lowest of the compared OMol25 structures with the same formula, charge and spin is 28.4 kcal/mol.

Cartesian coordinates (Å):
B  0.6036  -0.2121  -0.4096
C  -0.8041  0.0181  0.3644
O  1.4810  0.8617  -0.7046
O  0.9069  -1.5691  -0.5079
O  -1.1120  -0.7298  1.4365
O  -1.1981  1.3790  0.6136
H  -1.6929  -0.6027  -0.6772
H  2.1551  0.7190  -1.3649
H  1.7375  -1.7116  -1.0049
H  -1.6536  -0.1570  2.0016
H  -0.4233  2.0045  0.2529

Cartesian forces (eV/Å) of the 2 atoms listed first:
B 0.541 -0.585 1.434
C -1.831 0.456 -4.103

Mulliken charges, unit e, in atom order:
1 B 0.5790
2 C 0.2267
3 O -0.5827
4 O -0.4929
5 O -0.4291
6 O -0.5530
7 H 0.0873
8 H 0.2817
9 H 0.2783
10 H 0.2894
11 H 0.3153

***

# 10
This record from the OMol25 dataset describes CH5BrClO2P in the gas phase. The level of theory is wB97M-V/def2-TZVPD.

The value obtained for the orbital gap is 10.41 eV. Its total energy is -3567.02760 hartree. Its structure (SMILES) is OOC[PH2](Cl)Br.

Cartesian coordinates (Å):
O  1.4303  -1.1027  0.0744
O  1.6196  0.2600  0.4325
C  0.4020  0.9420  0.2274
P  -1.0254  -0.1688  -0.2338
Cl  -1.3866  -0.6256  1.8723
Br  -0.8584  0.3327  -2.4993
H  2.2814  -1.5076  0.2842
H  0.1411  1.4381  1.1476
H  0.5631  1.6674  -0.5471
H  -0.8283  -1.5138  -0.4855
H  -2.3388  0.2783  -0.2726

Cartesian forces (eV/Å) of the 2 atoms listed first:
O -0.188 -0.589 -0.368
O 0.418 0.049 0.408

Mulliken charges, unit e, in atom order:
1 O -0.2862
2 O -0.2089
3 C -0.4803
4 P 0.3733
5 Cl -0.3867
6 Br -0.3724
7 H 0.3042
8 H 0.3555
9 H 0.4017
10 H 0.1183
11 H 0.1816